C43H101F3N5O8S | ωB97M-V/def2-TZVPD

The geometry in XYZ format:
```
161
Properties=species:S:1:pos:R:3:forces:R:3
C 13.747426 -5.361506 -13.045819 0.4 0.4 -0.2
C 13.270390 -4.156146 -12.238103 -0.6 0.1 1.2
O 12.777816 -3.067652 -12.839660 0.3 0.7 -0.4
H 14.085657 -6.136235 -12.344735 -0.3 -0.2 -0.1
H 14.615912 -5.135309 -13.667123 -0.1 0.2 -0.1
H 12.980974 -5.694945 -13.744921 0.0 -0.2 0.1
H 14.120479 -3.923488 -11.510906 0.1 0.0 -0.1
H 12.478917 -4.564944 -11.525862 0.2 -0.3 0.1
C 14.036268 -4.625731 -8.415093 0.5 -0.2 0.4
C 15.370108 -5.380549 -8.549550 -0.5 0.3 -0.1
C 16.199957 -5.333150 -7.244833 0.6 0.4 -0.5
C 16.878887 -6.674990 -6.992343 0.1 0.5 -0.7
N 17.873435 -6.694708 -5.879074 0.3 -0.4 0.9
C 17.217307 -6.459937 -4.514071 -0.3 -1.1 0.1
C 17.486523 -7.719576 -3.688915 1.3 -0.3 0.4
C 18.803167 -8.229884 -4.285528 0.2 0.3 -0.5
C 18.520884 -8.071092 -5.762680 -0.6 -0.3 -0.4
C 18.984511 -5.719516 -6.102702 -0.5 -0.1 -1.2
H 13.506166 -4.451957 -9.350715 0.1 -0.4 -0.1
H 14.236182 -3.632261 -8.004452 -0.1 -0.1 0.2
H 13.421811 -5.212505 -7.728649 -0.3 0.4 0.0
H 15.928453 -4.905866 -9.357846 0.2 -0.3 0.0
H 15.180690 -6.418377 -8.834678 0.0 0.0 -0.1
H 15.624772 -4.948713 -6.401582 -0.2 -0.3 0.1
H 16.988994 -4.596073 -7.419787 -0.1 0.1 0.2
H 17.466225 -6.923438 -7.880837 -0.1 -0.1 0.0
H 16.135337 -7.460893 -6.862335 0.1 -0.1 0.4
H 17.697013 -5.614339 -4.036151 -0.3 0.3 -0.2
H 16.148881 -6.367775 -4.673859 0.0 0.6 0.0
H 17.678724 -7.472507 -2.646178 -0.4 0.1 0.1
H 16.747795 -8.515982 -3.739609 -0.3 0.3 -0.1
H 19.623345 -7.571476 -3.990298 0.1 -0.2 0.1
H 19.078241 -9.253870 -4.049844 -0.1 0.0 0.1
H 19.321665 -8.153896 -6.493747 0.2 0.2 0.2
H 17.754227 -8.790881 -6.060192 0.0 0.0 0.0
H 19.305175 -5.870454 -7.135963 0.1 0.1 0.0
H 19.832145 -5.951270 -5.470832 -0.2 0.2 0.4
H 18.578917 -4.718583 -6.020925 0.3 0.1 0.4
C 17.404843 -5.859467 -12.395619 -0.2 -0.1 0.7
C 18.516292 -4.979853 -11.814861 -0.5 -0.2 -1.3
C 18.043409 -3.559674 -11.497164 0.8 0.1 1.0
C 17.931026 -2.683646 -12.727225 0.0 -0.5 -0.4
N 17.317266 -1.337743 -12.486087 0.5 0.6 -0.3
C 17.582799 -0.391831 -13.664502 -1.5 0.0 0.0
C 17.855962 0.991042 -13.065628 1.1 0.4 -0.4
C 17.779582 0.849270 -11.545204 -0.7 -0.2 0.1
C 17.985963 -0.636071 -11.362101 1.5 -0.1 1.2
C 15.845477 -1.459555 -12.252157 0.3 -0.7 -0.2
H 16.964880 -5.419371 -13.288900 0.0 -0.1 0.0
H 16.600404 -5.990311 -11.662110 -0.1 0.2 -0.1
H 17.737185 -6.871485 -12.622709 0.2 0.1 -0.2
H 19.276883 -4.899526 -12.600924 0.2 0.0 0.3
H 18.993947 -5.454715 -10.959385 -0.1 0.1 0.1
H 18.836679 -3.142037 -10.863867 -0.1 0.2 0.0
H 17.146250 -3.548577 -10.870881 -0.2 -0.2 -0.3
H 17.358402 -3.164022 -13.522414 -0.1 0.1 0.1
H 18.934009 -2.512684 -13.120248 0.0 0.1 0.0
H 16.643096 -0.342704 -14.213609 0.1 -0.3 -0.2
H 18.324659 -0.839036 -14.315529 0.3 0.2 0.2
H 17.204149 1.763556 -13.466740 -0.3 -0.2 0.1
H 18.851691 1.310674 -13.383339 0.0 -0.1 0.2
H 16.808211 1.175395 -11.164490 0.0 -0.1 0.0
H 18.523782 1.406382 -10.983124 0.1 0.1 -0.2
H 17.790741 -1.080648 -10.385751 -0.9 0.1 -0.1
H 19.066837 -0.823763 -11.401924 -0.1 -0.1 -0.7
H 15.436155 -2.131890 -13.009200 -0.2 0.0 0.1
H 15.357417 -0.496082 -12.352671 0.1 0.1 0.3
H 15.752442 -1.928795 -11.277651 -0.5 0.2 0.1
C 9.801072 -6.382766 -10.967520 -0.3 0.8 0.0
O 8.632604 -7.124028 -10.612019 0.4 -0.3 -0.5
C 8.869330 -8.098304 -9.639938 -0.4 0.3 0.3
C 7.522255 -8.654859 -9.225040 0.7 -0.1 1.1
N 6.967577 -9.593705 -10.221815 -1.2 -0.9 0.1
H 6.495745 -9.153591 -11.012638 0.6 0.4 -0.1
H 7.673664 -10.246981 -10.578986 0.1 0.2 -0.1
C 5.885633 -10.514131 -9.659059 0.4 0.6 0.5
C 5.585331 -11.559575 -10.694837 -0.4 0.0 -0.3
O 6.757375 -12.314196 -10.850795 0.3 0.2 -0.1
C 6.908571 -12.887204 -12.147516 0.2 -0.2 -0.1
H 10.698393 -6.972639 -11.166040 -0.2 -0.3 0.1
H 10.013874 -5.631995 -10.199390 0.1 -0.2 0.1
H 9.546779 -5.823656 -11.863431 0.0 -0.1 -0.1
H 9.340814 -7.656009 -8.753582 0.0 -0.1 0.0
H 9.519966 -8.910773 -9.994941 0.1 0.1 -0.1
H 6.818418 -7.876695 -8.937260 -0.2 0.1 -0.7
H 7.639667 -9.213580 -8.292050 0.2 -0.3 -0.2
H 5.063779 -9.858828 -9.377730 -0.2 -0.2 -0.1
H 6.302096 -10.949192 -8.751977 0.0 -0.1 -0.1
H 5.297897 -11.074736 -11.642692 0.0 -0.1 0.0
H 4.733572 -12.172186 -10.384129 0.0 0.0 0.1
H 7.812214 -13.491418 -12.140561 0.0 0.1 0.2
H 7.030113 -12.104144 -12.904074 -0.2 0.0 0.0
H 6.079723 -13.547318 -12.408409 -0.1 0.1 0.0
C 10.258011 -6.012377 -14.509057 -0.3 0.4 -0.1
C 10.671114 -6.591811 -15.854255 0.5 0.5 0.9
N 9.911030 -7.798957 -16.321744 -0.3 1.1 -0.2
C 10.533967 -8.268905 -17.590071 -0.7 -1.4 -0.5
C 9.911420 -8.863573 -15.260333 0.5 -0.4 -0.8
C 11.297957 -9.227025 -14.771454 0.1 -0.1 0.5
C 8.472955 -7.447379 -16.584104 -0.7 0.0 0.4
C 8.190059 -6.464770 -17.687046 0.6 0.6 -0.4
O 8.125211 -7.140830 -18.913507 -0.4 0.1 0.1
C 7.925085 -6.252005 -20.002518 0.4 0.0 -0.2
H 10.644122 -4.990365 -14.474829 0.3 -0.1 0.1
H 10.672333 -6.544541 -13.657135 0.0 -0.1 0.0
H 9.180690 -5.884032 -14.369813 0.0 -0.2 -0.1
H 11.719029 -6.861206 -15.781711 0.1 -0.1 -0.3
H 10.637440 -5.793554 -16.585756 -0.1 -0.3 -0.4
H 11.551731 -8.593836 -17.425030 0.1 0.4 -0.1
H 10.429988 -7.549747 -18.392703 0.4 0.5 0.4
H 9.916683 -9.101903 -17.948685 0.2 -0.1 0.2
H 9.453817 -9.712056 -15.771756 -0.1 -0.1 0.3
H 9.280343 -8.517243 -14.445681 -0.1 0.0 0.0
H 11.221937 -10.110332 -14.132621 -0.1 0.0 -0.1
H 11.730065 -8.446971 -14.144533 0.0 0.1 -0.1
H 12.013323 -9.463947 -15.554444 -0.1 0.1 -0.1
H 8.061415 -7.053998 -15.656930 0.2 0.0 0.1
H 7.912733 -8.360776 -16.794274 0.3 -0.1 -0.1
H 8.972086 -5.690107 -17.730979 0.0 -0.1 0.0
H 7.281033 -5.888385 -17.472692 -0.2 -0.4 0.0
H 6.973689 -5.715382 -19.960951 -0.1 -0.1 0.2
H 7.963303 -6.851292 -20.907467 -0.1 0.0 0.0
H 8.739717 -5.518685 -20.039211 -0.1 0.0 0.0
C 13.674683 2.256644 -11.206395 0.5 0.4 0.1
C 12.685276 1.468393 -12.021343 -0.2 -0.1 -0.7
N 11.722443 0.637332 -11.220461 0.0 0.1 0.5
C 11.235281 1.403935 -10.025045 -0.1 -0.5 -0.2
C 10.499781 0.324501 -12.054910 0.4 -0.7 -0.3
C 10.811922 -0.311866 -13.403056 0.0 1.0 -0.9
C 12.439749 -0.635112 -10.818024 0.1 0.3 -0.7
C 11.649116 -1.636995 -10.039607 -0.2 -1.3 0.3
O 11.146652 -1.257655 -8.774252 -0.2 0.3 -0.1
C 12.057002 -1.196452 -7.699786 0.5 0.2 -0.1
H 13.220830 3.103560 -10.695072 0.0 -0.1 0.0
H 14.435971 2.681315 -11.864118 -0.2 0.0 -0.2
H 14.238010 1.679119 -10.470912 -0.2 -0.2 0.0
H 13.161809 0.792406 -12.731767 0.1 -0.1 0.2
H 12.088951 2.110335 -12.672937 -0.1 0.3 0.3
H 11.987253 1.375014 -9.244362 0.1 0.3 -0.1
H 10.370323 0.870252 -9.648054 -0.1 0.2 0.0
H 10.977346 2.401947 -10.364512 0.0 0.1 0.2
H 9.979923 1.270243 -12.186620 -0.2 0.0 0.1
H 9.916826 -0.364181 -11.450401 -0.2 0.2 0.1
H 11.668304 -0.982405 -13.447522 -0.2 -0.5 0.2
H 10.978504 0.469298 -14.155827 0.3 0.0 0.2
H 9.918292 -0.785641 -13.806666 0.0 -0.4 0.4
H 13.367761 -0.350098 -10.324932 -0.1 0.2 0.1
H 12.679539 -1.097602 -11.779760 0.2 -0.6 0.2
H 12.246204 -2.558104 -9.959033 0.4 0.3 0.0
H 10.817006 -2.039830 -10.621059 -0.2 0.5 0.0
H 11.490758 -0.896144 -6.822851 0.0 -0.2 0.1
H 12.860277 -0.451555 -7.824915 -0.2 0.1 -0.2
H 12.574313 -2.147146 -7.532636 -0.3 -0.1 0.0
C 15.162119 -7.569564 -15.928543 -0.1 0.6 0.3
F 14.316170 -8.394425 -15.265983 0.0 -0.1 -0.1
F 15.753038 -6.810285 -14.974441 0.1 -0.1 -0.1
F 16.112309 -8.293822 -16.493666 -0.1 -0.3 -0.1
S 14.246918 -6.486360 -17.126180 0.1 0.1 -0.8
O 15.294773 -5.997374 -17.979068 0.1 0.1 0.3
O 13.319847 -7.406658 -17.767213 0.0 -0.2 0.3
O 13.599572 -5.505997 -16.275213 0.0 -0.2 0.2
```
Positions in Å, forces in eV/Å.

HOMO-LUMO gap = 5.99 eV
Total energy = -89019.7909 eV
Net charge = +3
LUMO level = -5.478 eV
F_max = 0.036 Eh/bohr

Atom charges from the Mulliken analysis, given in e for atoms 1 to 99: -0.355, 1.700, -0.777, 0.328, 0.015, -0.407, -0.597, -0.682, -1.628, 0.522, -0.145, -1.182, 0.463, -0.253, -0.728, -0.508, -0.715, -1.065, 0.193, 0.384, 0.390, -0.796, 0.556, 0.407, 0.303, 0.388, 0.339, 0.274, 0.282, 0.376, 0.319, 0.277, 0.419, 0.362, 0.389, 0.358, 0.394, 0.398, -0.689, -0.927, 0.483, -1.131, 0.787, -0.424, -0.772, -0.333, -0.916, -1.624, 0.175, 0.020, 0.497, 0.378, 0.365, 0.342, -0.216, 0.549, 0.400, 0.313, 0.451, 0.369, 0.292, -0.098, 0.484, 0.437, 0.563, 0.394, 0.670, 0.120, -0.992, -0.369, -0.395, -0.800, -0.081, 0.396, 0.379, -0.768, -0.526, -0.371, -0.701, 0.431, 0.475, 0.257, 0.359, 0.351, 0.363, 0.451, 0.433, 0.406, 0.366, 0.450, 0.256, 0.298, 0.335, -1.195, 0.292, 0.625, -1.013, -0.503, -1.244